No. 1
ORCA calculation (wB97M-V/def2-TZVPD) on a structure of composition C18H12N5O6SbSe5Sn at a distorted geometry.

Geometry (Å):
Sn: -0.234 0.058 -0.584
O: 3.498 -0.393 1.289
C: 2.649 -0.068 0.518
N: 1.482 0.725 0.892
C: 0.840 0.326 1.975
O: 1.104 -0.777 2.675
C: -0.377 1.125 2.330
C: -0.825 1.250 3.628
C: -1.933 2.061 3.845
C: -2.534 2.686 2.768
C: -2.048 2.442 1.487
N: -0.992 1.672 1.276
C: 2.859 -0.192 -0.993
C: 4.067 -0.682 -1.450
C: 4.266 -0.770 -2.819
C: 3.252 -0.373 -3.675
C: 2.058 0.076 -3.134
N: 1.863 0.167 -1.822
H: -0.311 0.733 4.426
H: -2.318 2.197 4.846
H: -3.378 3.349 2.899
H: -2.510 2.870 0.604
H: 4.811 -0.973 -0.722
H: 5.207 -1.131 -3.212
H: 3.373 -0.411 -4.748
H: 1.228 0.397 -3.753
N: -5.623 -3.128 -2.151
C: -4.476 -3.121 -2.094
C: -3.040 -3.130 -2.033
C: -2.267 -3.319 -3.160
C: -0.883 -3.336 -3.038
C: -0.342 -3.212 -1.778
N: -1.073 -3.002 -0.671
C: -2.394 -2.946 -0.795
H: -2.749 -3.449 -4.120
H: -0.242 -3.474 -3.896
H: 0.728 -3.264 -1.619
H: -2.567 -2.418 1.000
O: 1.275 -1.859 0.265
Se: 0.265 -2.124 1.517
O: -3.148 -2.697 0.268
O: -1.101 -1.215 1.466
O: 0.203 -3.553 2.232
Se: -2.978 5.659 -1.795
Sb: -1.764 4.024 -3.026
Se: -2.575 3.886 -5.388
Se: -0.513 5.054 -4.949
Se: -0.957 1.995 -1.902

The max |F| is 2.9 eV/Å. The calculated total energy comes out at -377693.488 eV. The value obtained for the HOMO-LUMO gap is 5.95 eV. The energy above the lowest of the compared OMol25 structures with the same formula, charge and spin is 2.1496 eV.


No. 2
ORCA calculation (wB97M-V/def2-TZVPD) on the ion C5H10N3 with charge +1 at a distorted geometry.

Geometry (Å):
C: 0.208 1.187 1.672
C: -0.775 1.053 0.723
C: 2.689 0.923 1.727
C: 0.153 0.132 -1.324
C: -1.933 -0.861 -0.321
N: 1.455 0.727 1.781
N: -0.741 0.082 -0.347
N: 0.008 -1.069 -2.269
H: 0.095 1.994 2.441
H: -1.799 1.433 0.827
H: 3.424 0.142 2.063
H: 3.199 1.761 1.359
H: -2.483 -0.942 0.641
H: -2.567 -0.621 -1.216
H: -1.402 -1.764 -0.595
H: 0.687 -1.661 -1.809
H: 0.600 -0.927 -3.158
H: -0.817 -1.588 -2.195

As for the charge: +1. The max |F| is 3.8 eV/Å. The calculated total energy comes out at -9805.728 eV. The value obtained for the HOMO-LUMO gap is 8.45 eV. The energy above the lowest of the compared OMol25 structures with the same formula, charge and spin is 6.0202 eV.


No. 3
ORCA calculation (wB97M-V/def2-TZVPD) on a cluster of 4 separate species, C9H26O7 in total at a distorted geometry.

Geometry (Å):
C: -23.199 19.157 26.892
C: -24.239 20.296 26.924
C: -25.631 19.871 27.350
O: -23.835 21.430 27.718
H: -22.830 18.897 27.884
H: -22.311 19.427 26.320
H: -23.560 18.330 26.281
H: -24.341 20.696 25.915
H: -25.719 19.356 28.307
H: -26.151 19.284 26.593
H: -26.119 20.778 27.706
H: -24.328 21.421 28.542
C: -19.678 25.110 24.572
C: -19.471 25.617 23.164
O: -20.668 25.892 22.457
O: -20.391 23.894 24.784
H: -20.110 25.869 25.224
H: -18.704 24.986 25.044
H: -18.801 24.862 22.755
H: -18.984 26.589 23.247
H: -21.334 25.204 22.521
H: -21.013 24.021 25.504
C: -26.658 26.536 26.065
C: -27.584 25.359 26.108
O: -27.064 24.310 25.333
O: -25.435 25.932 26.401
H: -26.931 27.269 26.824
H: -26.600 26.930 25.050
H: -28.539 25.659 25.677
H: -27.700 24.921 27.099
H: -27.789 23.687 25.421
H: -25.402 25.262 25.714
C: -31.318 19.947 23.764
C: -30.170 19.153 23.261
O: -29.773 17.983 23.949
O: -30.783 20.800 24.739
H: -32.213 19.408 24.074
H: -31.602 20.627 22.961
H: -29.264 19.748 23.145
H: -30.453 18.884 22.244
H: -28.813 17.998 23.927
H: -31.361 21.566 24.751

The max |F| is 2.2 eV/Å. The calculated total energy comes out at -24083.680 eV. The value obtained for the HOMO-LUMO gap is 10.30 eV. The energy above the lowest of the compared OMol25 structures with the same formula, charge and spin is 1.7943 eV. Its SMILES is CC(C)O.OCCO.OCCO.OCCO.